No. 1
# C24H54BrN3

4 unconnected molecules or ions with the total composition C24H54BrN3 (the ωB97M-V functional and the def2-TZVPD basis, the OMol25 dataset).

Geometry as ORCA input:
```
! wB97M-V def2-TZVPD RIJCOSX def2/J DEFGRID3
* xyz 2 1
C 24.827 -20.787 -5.364
H 29.124 -18.512 -12.690
H 22.946 -22.895 -5.228
C 29.927 -18.105 -12.082
H 22.598 -21.757 -3.970
N 29.363 -17.471 -10.782
C 28.130 -18.221 -10.436
H 25.002 -20.939 -4.304
H 26.226 -12.011 -10.711
H 25.711 -17.281 -3.005
H 30.008 -10.387 -6.513
H 27.706 -12.065 -7.178
H 29.264 -11.685 -10.419
C 28.125 -14.218 -12.442
H 30.070 -13.624 -8.062
C 23.353 -20.831 -5.821
C 29.990 -11.438 -9.646
H 21.535 -21.773 -5.373
C 27.993 -11.938 -8.221
C 26.961 -19.411 -5.324
H 30.156 -15.623 -11.182
H 27.843 -13.533 -11.632
H 27.895 -12.925 -8.679
H 23.264 -20.885 -6.902
H 24.090 -18.689 -4.095
H 25.060 -11.062 -9.742
H 31.816 -19.411 -9.669
H 30.938 -16.799 -9.453
H 30.853 -8.508 -8.252
H 30.826 -12.114 -9.815
C 25.953 -11.683 -9.710
H 27.375 -20.397 -5.528
H 27.323 -18.013 -11.130
H 30.470 -17.273 -12.522
H 31.490 -19.613 -12.394
H 32.375 -18.084 -10.734
N 25.460 -19.417 -5.622
C 24.876 -18.339 -4.759
H 29.930 -12.689 -6.544
H 25.830 -19.678 -7.764
H 28.232 -16.295 -12.952
H 30.008 -18.198 -8.919
H 29.127 -13.798 -12.594
C 30.233 -12.659 -7.586
C 28.109 -15.692 -12.049
H 27.803 -17.902 -9.443
H 27.722 -10.353 -9.547
H 24.467 -17.563 -5.402
C 30.829 -9.588 -8.399
H 22.927 -19.858 -5.552
H 25.429 -21.410 -6.023
H 29.604 -9.395 -10.130
H 31.267 -9.738 -10.521
H 27.454 -18.728 -6.015
H 28.838 -9.649 -7.682
H 26.701 -19.610 -3.153
C 29.148 -16.000 -10.997
C 30.469 -9.991 -9.830
C 22.569 -21.888 -5.052
C 30.808 -19.248 -11.625
C 30.488 -17.733 -9.778
C 26.040 -17.746 -3.928
Br 27.215 -15.581 -7.753
H 24.276 -18.970 -7.238
H 26.545 -10.270 -8.260
C 29.739 -10.245 -7.554
C 27.050 -18.890 -3.900
H 30.278 -20.175 -11.392
H 25.647 -12.569 -9.144
H 27.122 -15.968 -11.674
N 29.445 -11.562 -8.251
H 28.835 -15.580 -10.040
H 27.488 -14.056 -13.306
H 28.033 -18.551 -3.584
H 26.507 -16.954 -4.524
C 27.045 -10.963 -8.937
H 31.287 -12.418 -7.705
H 28.341 -19.287 -10.392
C 31.516 -18.667 -10.402
H 31.830 -9.901 -8.090
C 25.349 -18.999 -7.060
H 25.794 -18.023 -7.232
*
```

As for the maximum force: 0.0394 Eh/bohr. The lowest unoccupied orbital energy is -3.98 eV. The value obtained for the HOMO-LUMO gap is 8.6 eV.



No. 2
# C20H60N20O40

20 unconnected molecules or ions with the total composition C20H60N20O40 (the ωB97M-V functional and the def2-TZVPD basis, the OMol25 dataset).

Geometry as ORCA input:
```
! wB97M-V def2-TZVPD RIJCOSX def2/J DEFGRID3
* xyz 0 1
C -0.559 -0.807 0.410
O -4.073 -4.807 -1.526
N 0.191 0.298 -0.200
H -1.398 -1.337 -3.380
N -3.330 -3.860 -1.531
N 5.411 0.260 -1.723
H 1.263 6.940 3.032
O 3.684 1.690 1.939
H -0.484 -2.266 5.201
H 0.375 0.752 5.298
C 1.697 3.236 -0.759
O 2.804 4.274 -2.591
H 0.594 -5.950 -2.756
C 2.594 -1.925 3.324
C -0.075 1.753 5.108
O -2.364 -0.278 5.125
H 0.126 -1.653 0.383
N 1.753 1.887 -4.321
H 0.757 -6.374 0.941
H -5.664 0.379 -2.839
H 4.932 2.027 -0.666
H -2.631 1.897 0.106
N 2.389 4.361 -1.431
O 4.929 -0.838 -1.839
O -4.473 1.731 2.547
O 1.358 0.050 -0.422
N 1.183 -7.858 -2.050
O 0.263 1.066 2.951
O 2.423 -4.920 2.740
N 5.055 -0.388 -6.044
H -0.728 -6.869 -1.986
N 0.615 -1.820 -3.156
H -4.754 -0.947 -3.664
O 1.631 -0.944 5.167
H -2.028 -4.721 -0.108
C -4.554 2.412 4.753
N -7.356 -0.212 -0.195
O -3.382 -2.918 -2.344
O 2.418 5.427 -0.786
O -0.304 1.392 -0.364
O 0.684 2.264 -3.876
H -2.791 -3.139 0.331
C -2.323 -3.737 -0.458
C 3.200 -3.376 -0.531
H 5.373 1.694 4.018
C 2.476 2.762 -5.313
H 3.215 3.292 -4.668
H 2.288 2.904 0.097
H -0.830 -0.462 1.379
H -7.203 0.642 1.676
H 3.993 -3.473 0.237
H 1.443 5.503 1.876
O 6.214 -0.036 -5.976
C -1.537 -2.475 5.026
H -2.246 4.779 -2.772
H -0.082 -7.271 -3.685
H -1.548 -3.217 -1.006
H 3.199 -2.842 3.256
C -4.655 0.027 -3.177
O -3.549 4.509 -5.683
N -0.275 1.917 3.627
O -4.308 4.540 0.424
H -4.169 1.711 5.489
O 2.389 0.940 -3.895
O 3.778 -1.161 5.139
O 4.437 3.669 2.023
N 4.181 2.610 2.560
C -6.621 0.705 0.754
H 2.880 2.104 -6.041
H 3.590 -3.892 -1.400
H -1.114 1.769 5.506
H 3.752 2.026 4.525
H -2.331 3.128 1.377
O 1.606 -1.781 -3.860
O 0.884 -8.407 -1.014
O -2.060 -1.103 3.178
O 1.922 -5.264 -0.666
H -3.769 3.932 -3.273
N -2.077 -1.168 4.396
H 1.749 3.463 -5.687
N 1.238 -5.162 2.729
H 2.843 6.018 2.795
N -4.939 1.515 3.650
O 1.829 3.875 3.763
H -4.184 0.759 -3.851
O 1.136 -3.639 0.542
O -4.373 -0.584 -0.968
H 1.549 -2.182 3.122
C 1.747 5.973 2.804
N 1.995 -4.133 -0.185
N 2.685 -1.320 4.637
O 0.445 5.314 4.608
H -2.057 -2.667 5.998
N -2.893 5.026 -4.786
O -7.365 0.096 -1.403
C 0.777 -6.464 2.037
O -5.656 0.566 3.941
H 0.742 3.688 -0.485
H -1.645 -3.239 4.293
C 4.586 2.439 3.990
H 1.547 2.454 -1.476
C -2.563 2.943 0.345
O 2.294 -7.892 -2.570
H -5.418 2.903 5.168
H -0.355 -0.013 -2.518
H -0.170 -6.747 2.474
O -0.965 2.841 3.246
H 3.483 1.163 -1.413
O -2.401 6.135 -4.810
H 0.468 2.630 5.460
O 0.345 -4.508 3.264
C -2.730 4.204 -3.548
O 4.195 0.144 -6.685
H 3.622 -1.797 -5.358
H 2.943 -1.164 2.600
H -3.819 3.112 4.407
H -2.143 3.363 -3.816
H 4.938 3.432 4.259
C 4.705 -1.631 -5.301
H 2.976 -2.328 -0.749
H -6.562 1.657 0.224
O 0.450 -2.750 -2.347
N 1.356 4.983 3.818
N -3.855 -0.131 -1.972
H -1.872 3.441 -0.344
H -0.250 -0.300 -4.226
C 4.539 1.470 -1.524
H -5.664 0.191 0.914
C 0.143 -6.943 -2.662
N -3.888 3.503 -0.048
H 1.551 -7.210 2.229
O -7.933 -1.203 0.262
C -0.464 -0.808 -3.288
O -4.475 2.851 -0.919
H 5.115 -1.462 -4.311
H 4.754 2.030 -2.427
H 5.192 -2.467 -5.844
O 6.577 0.542 -1.855
O -2.707 0.230 -1.987
H -1.471 -0.973 -0.162
*
```

As for the maximum force: 0.0609 Eh/bohr. The lowest unoccupied orbital energy is -0.67 eV. The value obtained for the HOMO-LUMO gap is 10.1 eV.



No. 3
# C3H10NO2

3 unconnected molecules or ions with the total composition C3H10NO2 (the ωB97M-V functional and the def2-TZVPD basis, the OMol25 dataset).

Geometry as ORCA input:
```
! wB97M-V def2-TZVPD RIJCOSX def2/J DEFGRID3
* xyz 0 2
H 0.560 0.485 -3.048
H 2.820 0.737 0.601
C 0.970 -0.192 1.003
H -2.482 1.342 2.456
C 0.596 0.189 -1.869
H -2.161 -1.975 -0.976
O -1.866 0.821 1.886
H -0.016 -0.148 0.621
H 1.120 -0.440 2.111
H 2.533 -0.225 -1.872
C 1.955 0.321 0.184
H -0.995 1.187 2.129
O -1.995 -1.079 -0.656
N 1.785 0.112 -1.244
H -2.446 -0.991 0.206
H -0.378 -0.144 -1.534
*
```

As for the maximum force: 0.0900 Eh/bohr. The lowest unoccupied orbital energy (alpha / beta) is 0.75 / 0.71 eV. Its expectation value of S² is 0.759. The value obtained for the HOMO-LUMO gap (alpha / beta) is 6.9 / 9.0 eV.



No. 4
# C7H12F12N2O11S4V

A molecular structure, C7H12F12N2O11S4V (the ωB97M-V functional and the def2-TZVPD basis, the OMol25 dataset).

Geometry as ORCA input:
```
! wB97M-V def2-TZVPD RIJCOSX def2/J DEFGRID3
* xyz 0 4
O -4.324 0.721 -1.517
F -3.562 0.139 -4.078
O 4.525 0.726 0.097
F 4.468 -0.104 2.998
H -1.443 -1.631 2.229
O 3.134 1.026 -2.263
H 1.007 -2.679 -2.823
S 3.285 0.115 0.582
H -1.161 3.193 2.588
S -2.821 -1.675 -0.993
O -1.784 -2.734 -1.042
O -2.387 2.259 -1.352
H -0.419 -3.007 3.084
N 1.880 0.692 0.191
O 3.212 -1.342 0.483
F -3.038 -2.194 1.719
O 0.642 -1.689 -1.000
C 2.819 3.333 -0.852
V -0.094 0.007 0.223
H 2.405 -2.650 -1.827
O -0.891 1.957 0.905
C 3.384 0.368 2.473
H -1.582 2.494 0.510
C -0.884 2.171 2.330
H 0.671 -1.729 3.530
C 0.241 -2.245 2.671
H 0.112 2.073 2.763
F -4.647 -0.866 1.079
F 3.317 1.672 2.709
F 3.965 3.224 -0.210
F -4.756 -2.843 0.550
C -3.845 -1.874 0.693
H 1.942 -1.189 -2.636
S -2.856 0.891 -1.592
N -2.012 -0.145 -0.712
C 1.538 -2.052 -2.107
F 2.942 3.998 -2.011
O -0.585 -1.356 1.897
C -2.375 0.457 -3.503
O -3.729 -1.729 -2.098
O 0.782 1.785 -1.698
H 1.128 -2.529 2.105
H 0.274 -2.554 -0.804
H -1.502 1.398 2.786
F -1.520 -0.641 -3.681
F -1.878 1.517 -4.167
S 2.150 1.557 -1.281
F 2.373 -0.229 3.112
F 1.901 3.911 -0.062
*
```

As for the maximum force: 0.1212 Eh/bohr. The lowest unoccupied orbital energy (alpha / beta) is -0.14 / -0.15 eV. Its expectation value of S² is 3.754. The value obtained for the HOMO-LUMO gap (alpha / beta) is 9.2 / 10.9 eV.



No. 5
# C21H20N6O2S

A single C21H20N6O2S molecule (the ωB97M-V functional and the def2-TZVPD basis, the OMol25 dataset).

Geometry as ORCA input:
```
! wB97M-V def2-TZVPD RIJCOSX def2/J DEFGRID3
* xyz 0 1
C -1.323 -1.230 -3.744
C 2.410 4.581 2.592
H 1.136 -0.036 -0.912
H 0.031 3.333 2.484
H 3.847 0.437 1.985
S 3.775 5.552 1.940
H -3.439 -3.978 -0.999
C -2.234 -2.797 -2.177
C -0.393 -1.417 -1.566
C -1.209 -2.951 -0.007
C -1.336 -2.357 -1.199
H -2.541 -2.868 -5.531
O 2.266 -1.724 2.316
C 0.590 -0.918 -0.637
C 1.628 -0.987 1.564
C 3.123 6.849 2.966
H -4.568 -3.591 -4.183
H 2.862 0.826 3.410
H 4.101 2.640 2.627
H -0.348 0.938 1.860
N 1.739 0.369 1.773
C 2.001 6.457 3.597
H 0.672 1.808 0.555
C 0.674 1.423 1.572
H -3.271 -1.592 -3.561
C 3.290 2.400 1.925
H -4.459 -5.442 -2.622
H 3.620 2.614 0.844
N 0.543 8.145 4.888
H -2.785 -5.711 -3.022
C -0.193 -2.612 0.912
H 0.766 2.171 3.590
C 0.853 2.629 2.515
N 2.136 3.215 2.297
C 0.708 -1.553 0.593
N -0.459 -0.765 -2.719
C -3.739 -4.226 -4.166
C -2.475 -3.347 -4.480
H -1.797 -3.797 0.423
O -0.969 -0.790 -4.863
N 1.610 5.140 3.390
H -3.884 -5.004 -4.899
H -0.016 -3.133 1.854
N -3.004 -3.919 -1.882
H 3.337 7.941 2.814
C -2.389 -2.185 -3.549
C -3.491 -4.942 -2.890
C 1.182 7.391 4.322
H -1.561 -3.932 -4.328
C 2.985 0.948 2.330
*
```

The SMILES is N#Cc1csc(N2CCN(C(=O)c3ccc4c(c3)=NC(=O)[C@H]3CCCNC=43)CC2)n1. As for the maximum force: 0.1493 Eh/bohr. The lowest unoccupied orbital energy is -1.37 eV. The value obtained for the HOMO-LUMO gap is 6.3 eV.



No. 6
# C32H32FeN3P2S3Se2

A molecular structure, C32H32FeN3P2S3Se2 (the ωB97M-V functional and the def2-TZVPD basis, the OMol25 dataset).

Geometry as ORCA input:
```
! wB97M-V def2-TZVPD RIJCOSX def2/J DEFGRID3
* xyz 1 5
H 5.388 1.647 2.380
N 0.625 0.869 -0.293
N -1.421 1.516 -0.252
H -3.972 -2.390 2.175
Se 2.893 -1.368 -0.093
P -2.999 -0.720 0.036
H 3.816 5.407 -2.431
C 4.584 1.728 1.649
C -6.126 1.418 -1.502
C -0.413 -2.565 -3.989
C -4.336 -1.092 3.864
H 0.937 -5.685 2.834
H 6.842 2.660 0.481
H -1.434 -2.366 4.155
N -0.183 1.930 -0.348
C -4.113 0.176 -1.065
C 0.668 -4.559 -3.190
H -0.555 -4.655 4.517
C -5.822 1.435 -2.855
H -6.493 1.923 -3.555
C 0.858 -4.005 1.513
H 3.775 3.652 -2.301
C 4.106 3.166 1.528
H -0.922 -2.025 -4.777
H -4.678 -1.892 4.511
H -2.932 -0.333 -2.788
H -3.118 1.767 1.559
H -3.826 2.261 3.880
C -3.816 0.182 -2.427
H -4.434 0.821 -4.377
H 7.368 1.372 -0.599
H -7.031 1.894 -1.142
C 0.897 -3.949 -1.967
C -0.197 -1.952 -2.766
C -5.271 0.790 -0.602
C 0.325 -2.734 1.293
C 2.977 4.737 -0.594
Fe 2.615 1.044 -0.673
H -0.532 -0.936 -2.605
H -0.182 -4.355 -5.149
H 1.014 -5.571 -3.357
C 0.005 -3.872 -4.197
C -1.424 0.159 -0.144
C -3.942 -1.376 2.560
C -3.508 -0.347 1.733
H 3.819 3.552 2.505
C -4.293 0.213 4.336
H -5.515 0.774 0.452
H -4.605 0.432 5.351
C 0.441 -2.651 -1.743
C -0.485 -2.138 2.255
H 3.781 1.063 1.960
H 4.875 3.807 1.105
H 1.533 -4.457 0.801
H 1.992 4.985 -0.988
H 1.434 -4.491 -1.202
C -3.857 1.243 3.509
S 5.715 4.633 -1.278
S 2.649 3.292 0.445
C -0.300 -4.112 3.616
C -3.462 0.969 2.208
H 7.300 3.129 -2.112
P 0.755 -1.817 -0.182
C -0.110 -0.261 -0.189
H 3.277 5.539 0.080
C -4.665 0.815 -3.318
H -0.878 -1.141 2.109
Se -2.868 -2.775 -0.411
C 0.533 -4.694 2.669
S 5.164 1.015 0.085
C 6.341 2.966 -1.622
C 6.562 2.077 -0.396
H 5.684 2.488 -2.347
C -0.796 -2.831 3.415
C 3.960 4.572 -1.746
*
```

As for the maximum force: 0.0143 Eh/bohr. The lowest unoccupied orbital energy (alpha / beta) is -2.91 / -3.42 eV. Its expectation value of S² is 6.013. The value obtained for the HOMO-LUMO gap (alpha / beta) is 7.1 / 6.6 eV.



Q: Which of these has the lowest maximum force?
A: C32H32FeN3P2S3Se2



Please write out number 1 again, unchanged.
# C24H54BrN3

4 unconnected molecules or ions with the total composition C24H54BrN3 (the ωB97M-V functional and the def2-TZVPD basis, the OMol25 dataset).

Geometry as ORCA input:
```
! wB97M-V def2-TZVPD RIJCOSX def2/J DEFGRID3
* xyz 2 1
C 24.827 -20.787 -5.364
H 29.124 -18.512 -12.690
H 22.946 -22.895 -5.228
C 29.927 -18.105 -12.082
H 22.598 -21.757 -3.970
N 29.363 -17.471 -10.782
C 28.130 -18.221 -10.436
H 25.002 -20.939 -4.304
H 26.226 -12.011 -10.711
H 25.711 -17.281 -3.005
H 30.008 -10.387 -6.513
H 27.706 -12.065 -7.178
H 29.264 -11.685 -10.419
C 28.125 -14.218 -12.442
H 30.070 -13.624 -8.062
C 23.353 -20.831 -5.821
C 29.990 -11.438 -9.646
H 21.535 -21.773 -5.373
C 27.993 -11.938 -8.221
C 26.961 -19.411 -5.324
H 30.156 -15.623 -11.182
H 27.843 -13.533 -11.632
H 27.895 -12.925 -8.679
H 23.264 -20.885 -6.902
H 24.090 -18.689 -4.095
H 25.060 -11.062 -9.742
H 31.816 -19.411 -9.669
H 30.938 -16.799 -9.453
H 30.853 -8.508 -8.252
H 30.826 -12.114 -9.815
C 25.953 -11.683 -9.710
H 27.375 -20.397 -5.528
H 27.323 -18.013 -11.130
H 30.470 -17.273 -12.522
H 31.490 -19.613 -12.394
H 32.375 -18.084 -10.734
N 25.460 -19.417 -5.622
C 24.876 -18.339 -4.759
H 29.930 -12.689 -6.544
H 25.830 -19.678 -7.764
H 28.232 -16.295 -12.952
H 30.008 -18.198 -8.919
H 29.127 -13.798 -12.594
C 30.233 -12.659 -7.586
C 28.109 -15.692 -12.049
H 27.803 -17.902 -9.443
H 27.722 -10.353 -9.547
H 24.467 -17.563 -5.402
C 30.829 -9.588 -8.399
H 22.927 -19.858 -5.552
H 25.429 -21.410 -6.023
H 29.604 -9.395 -10.130
H 31.267 -9.738 -10.521
H 27.454 -18.728 -6.015
H 28.838 -9.649 -7.682
H 26.701 -19.610 -3.153
C 29.148 -16.000 -10.997
C 30.469 -9.991 -9.830
C 22.569 -21.888 -5.052
C 30.808 -19.248 -11.625
C 30.488 -17.733 -9.778
C 26.040 -17.746 -3.928
Br 27.215 -15.581 -7.753
H 24.276 -18.970 -7.238
H 26.545 -10.270 -8.260
C 29.739 -10.245 -7.554
C 27.050 -18.890 -3.900
H 30.278 -20.175 -11.392
H 25.647 -12.569 -9.144
H 27.122 -15.968 -11.674
N 29.445 -11.562 -8.251
H 28.835 -15.580 -10.040
H 27.488 -14.056 -13.306
H 28.033 -18.551 -3.584
H 26.507 -16.954 -4.524
C 27.045 -10.963 -8.937
H 31.287 -12.418 -7.705
H 28.341 -19.287 -10.392
C 31.516 -18.667 -10.402
H 31.830 -9.901 -8.090
C 25.349 -18.999 -7.060
H 25.794 -18.023 -7.232
*
```

As for the maximum force: 0.0394 Eh/bohr. The lowest unoccupied orbital energy is -3.98 eV. The value obtained for the HOMO-LUMO gap is 8.6 eV.



Q: Which of these has the lowest maximum force?
A: C32H32FeN3P2S3Se2



Q: Which value of maximum force does entry 5 give?
A: 0.1493 Eh/bohr